{"formula": "C20H28CaCl2FI2MgN2NaO9P", "method": "the ωB97M-V functional and the def2-TZVPD basis", "gap_ev": 1.126, "e_homo_ev": -4.162, "total_charge": -1, "e_tot_ha": -4561.793601, "lumo_ev": -3.036, "multiplicity": 1, "elements": ["C", "C", "I", "C", "I", "C", "C", "C", "N", "C", "C", "C", "H", "H", "H", "H", "H", "H", "H", "H", "H", "H", "C", "O", "O", "O", "Ca", "F", "C", "Cl", "Cl", "H", "H", "C", "C", "O", "H", "H", "H", "H", "H", "N", "C", "C", "C", "C", "C", "H", "H", "H", "H", "H", "C", "C", "O", "H", "H", "H", "H", "H", "H", "Mg", "O", "P", "O", "O", "O", "Na"], "positions_angstrom": [[2.265, -1.155, 0.704], [0.728, -0.742, 0.680], [-0.655, -2.181, -0.236], [0.259, 0.510, 1.232], [1.561, 1.991, 2.130], [-1.345, 0.754, 1.160], [-2.103, 1.208, -0.103], [-3.709, 1.344, 0.042], [-4.385, 1.034, 1.323], [-5.882, 1.145, 1.408], [-3.664, 0.637, 2.513], [-2.115, 0.468, 2.518], [2.981, -0.352, 0.339], [2.388, -2.092, 0.045], [2.503, -1.501, 1.776], [-1.494, 1.425, -1.062], [-4.313, 1.665, -0.910], [-6.443, 0.178, 1.197], [-6.202, 1.961, 0.666], [-6.142, 1.485, 2.471], [-4.193, 0.420, 3.497], [-1.567, 0.148, 3.461], [4.556, -1.718, -1.825], [4.692, -0.660, -1.220], [4.206, -2.803, -1.316], [4.746, -1.876, -3.047], [-2.812, 0.143, -2.190], [1.220, 4.386, 0.999], [-5.882, 4.295, -3.241], [-5.048, 2.751, -3.476], [-5.079, 5.269, -2.000], [-5.880, 4.847, -4.180], [-6.907, 4.099, -2.931], [-7.616, 4.011, 5.176], [-7.705, 2.484, 5.385], [-8.051, 1.927, 4.218], [-8.576, 4.434, 4.861], [-7.334, 4.504, 6.117], [-6.860, 4.275, 4.428], [-8.389, 2.351, 6.248], [-6.728, 2.198, 5.831], [9.353, 1.980, -3.812], [9.104, 0.677, -4.019], [7.992, 0.015, -3.522], [7.084, 0.739, -2.762], [7.318, 2.087, -2.531], [8.458, 2.656, -3.075], [9.844, 0.154, -4.616], [7.840, -1.038, -3.724], [6.203, 0.257, -2.355], [6.631, 2.681, -1.942], [8.683, 3.708, -2.925], [0.637, -5.602, 3.135], [1.388, -5.940, 1.861], [0.564, -5.705, 0.727], [-0.273, -6.204, 3.215], [1.258, -5.784, 4.016], [0.324, -4.548, 3.135], [1.677, -6.992, 1.856], [2.294, -5.333, 1.769], [0.319, -4.770, 0.732], [-0.642, -2.959, 3.818], [4.323, -1.983, -6.672], [4.830, -3.370, -6.268], [5.342, -4.116, -7.503], [3.681, -4.162, -5.637], [5.973, -3.220, -5.257], [-5.233, 3.506, -0.332]], "forces_ev_per_angstrom": [[-1.086, -1.392, 0.040], [0.531, 3.790, 1.613], [0.503, 1.052, 0.145], [-1.196, -3.485, -1.822], [-1.527, -0.889, -1.124], [-1.366, 0.687, -0.091], [-0.070, -1.386, 4.660], [1.883, -0.205, -1.215], [1.429, -0.668, 1.381], [0.261, 0.488, 0.645], [4.263, -0.075, -1.945], [-3.382, 1.221, -3.055], [-1.184, -0.887, 0.603], [-0.097, 1.532, 0.933], [-0.186, 0.777, -1.515], [-0.679, 0.463, 1.874], [0.810, -0.757, 2.217], [0.904, 1.216, -0.025], [0.003, -1.380, 1.107], [-0.190, -0.335, -1.310], [0.221, 0.490, -1.810], [-0.875, 0.533, -1.594], [0.021, 0.492, 0.533], [-0.098, -0.094, -0.100], [-0.013, -0.536, -0.116], [0.003, -0.074, -0.393], [0.209, -1.274, 0.450], [0.042, -0.055, 0.104], [-0.445, 0.261, -0.361], [0.001, -0.191, 0.095], [0.058, 0.816, -0.570], [0.154, -0.050, 0.173], [0.167, -0.016, -0.007], [0.196, 0.469, 0.874], [0.061, 1.438, -0.552], [0.268, -1.209, -0.657], [0.033, -0.217, -0.071], [0.037, 0.197, 0.024], [-0.046, -0.187, -0.049], [-0.469, -0.248, -0.004], [0.404, -0.314, -0.115], [-0.465, -0.256, 0.229], [0.195, 0.539, 0.037], [-0.037, 0.023, 0.083], [-0.057, -0.044, 0.008], [0.041, -0.103, -0.048], [0.410, -0.171, -0.306], [-0.066, -0.040, 0.010], [-0.034, 0.046, -0.068], [0.265, 0.228, -0.105], [0.033, -0.009, -0.031], [-0.054, -0.017, 0.032], [0.189, -0.501, 0.031], [-0.173, 0.410, -0.054], [-0.089, -0.104, -0.071], [0.041, 0.049, -0.004], [-0.072, 0.140, 0.044], [0.598, -0.844, -0.292], [-0.068, 0.091, -0.142], [0.106, -0.111, 0.145], [0.088, -0.175, -0.084], [-0.583, 1.019, 0.450], [-0.277, -0.590, -0.185], [0.081, -0.050, 0.033], [0.208, 0.603, 0.236], [0.119, 0.589, 0.207], [-0.166, -0.555, -0.197], [0.212, -0.166, 1.071]]}